Entry 1:
Formula: C4H10KNO5SSi
Source: the OMol25 dataset
Level of theory: ωB97M-V/def2-TZVPD

Values from the calculation:
relative energy (zero: lowest compared OMol25 entry of this formula, charge and spin)	0.000	eV
energy	-1877.130258	Eh
charge	-2
2S+1	1
frontier orbital gap	0.2255	Ha

The geometry in XYZ format:
```
23
Properties=species:S:1:pos:R:3:forces:R:3:mulliken_charge:R:1
K -0.020819 -1.266048 1.301741 0.005 -0.407 0.220 0.900
C 0.520576 3.539989 -0.891378 -0.041 -0.011 -0.014 -0.990
Si -0.418002 1.903828 -1.173628 0.020 0.002 -0.021 0.259
C 0.449228 1.095536 -2.664629 -0.024 0.018 0.012 -0.981
C -2.111967 2.453778 -1.853577 0.045 0.028 -0.007 -0.995
O -0.490327 0.980858 0.097346 0.028 -0.107 0.055 -0.677
H 0.574135 4.152173 -1.798022 0.008 0.010 -0.006 0.288
H 1.539920 3.339600 -0.550787 0.012 -0.003 -0.003 0.254
H 0.021133 4.125262 -0.113773 0.007 0.012 0.010 0.252
H 0.509516 1.758004 -3.534691 -0.001 0.015 -0.003 0.299
H -0.090356 0.192245 -2.963278 0.005 -0.008 -0.008 0.250
H 1.464712 0.794184 -2.393462 0.011 0.001 -0.004 0.255
H -2.002793 3.088398 -2.739993 -0.023 0.006 -0.010 0.285
H -2.663156 3.018033 -1.096092 -0.008 0.002 0.010 0.254
H -2.717856 1.585931 -2.126903 -0.001 -0.014 0.001 0.261
N 2.549998 -3.250255 3.010375 -0.071 -0.029 -0.220 -0.247
C 2.837864 -3.022401 1.900308 0.474 0.181 0.253 -0.151
H 1.757994 -3.609596 3.572223 0.099 -0.025 0.060 0.361
O 0.253925 -3.975956 1.463718 -0.381 -0.119 -0.445 -0.736
S -0.369931 -4.208514 2.798358 -0.091 0.410 0.091 1.182
O 0.416655 -5.221351 3.549114 -0.018 0.018 -0.067 -0.787
O -1.789354 -4.571195 2.661003 0.129 -0.092 0.107 -0.732
O -0.221097 -2.902504 3.546028 -0.184 0.113 -0.011 -0.805
```
Forces are in eV/Å.

***

Entry 2:
Formula: CH6N4S
Source: the OMol25 dataset
Level of theory: ωB97M-V/def2-TZVPD

Values from the calculation:
relative energy (zero: lowest compared OMol25 entry of this formula, charge and spin)	4.049	eV
energy	-658.722512	Eh
charge	0
SMILES	[H]/N=N/N=N/C.S
2S+1	1
frontier orbital gap	0.3280	Ha

The geometry in XYZ format:
```
12
Properties=species:S:1:pos:R:3:forces:R:3:mulliken_charge:R:1
H -1.944995 -0.669533 3.002382 0.811 0.473 -1.298 0.246
N -2.154203 -0.917712 2.013988 -2.224 -1.229 0.122 -0.713
N -1.349162 -0.609058 1.145452 0.707 2.031 4.039 0.346
N -1.014122 -0.904975 0.050107 1.490 -1.878 -3.026 0.261
N -0.765383 -0.340029 -1.024779 -0.940 0.241 -0.531 -0.384
C 0.327696 -0.976303 -1.827508 0.473 2.245 2.397 -0.502
H 0.300702 -2.037795 -1.996144 -0.065 -0.449 0.296 0.273
H 0.335692 -0.424217 -2.759039 0.194 -0.080 -0.102 0.236
H 1.163736 -0.586315 -1.118749 -0.400 -1.284 -1.849 0.248
S 0.420191 2.500956 1.593585 0.401 0.090 -1.580 -0.316
H 1.377917 3.396474 1.149934 -0.776 -0.741 0.237 0.159
H 0.146656 2.001763 0.306979 0.329 0.580 1.297 0.146
```
Forces are in eV/Å.

***

Entry 3:
Formula: C3H6OS2
Source: the OMol25 dataset
Level of theory: ωB97M-V/def2-TZVPD

Values from the calculation:
relative energy (zero: lowest compared OMol25 entry of this formula, charge and spin)	3.240	eV
energy	-989.409466	Eh
charge	0
2S+1	1
frontier orbital gap	0.2982	Ha

The geometry in XYZ format:
```
12
Properties=species:S:1:pos:R:3:forces:R:3:mulliken_charge:R:1
C -0.790335 0.962057 0.550929 0.688 -0.559 -0.393 -0.312
C 0.447216 0.024133 -1.504558 0.187 -1.130 -0.302 -1.261
C -0.077954 1.027199 -0.597076 -1.281 2.151 1.538 0.218
O -1.197195 -0.201139 1.166752 0.588 -0.258 0.281 -0.471
S -0.215406 -1.267469 2.292699 1.067 2.026 0.185 0.211
S 1.729551 -1.470614 2.076876 -1.028 0.505 0.002 -0.255
H -1.157109 1.891581 1.015678 0.241 -0.572 -0.089 0.347
H 0.061325 0.052724 -2.473983 -1.594 0.688 -1.652 0.374
H 0.386602 -1.022970 -1.328318 -0.604 -0.846 1.317 0.334
H 1.444700 0.077046 -1.813012 2.145 0.901 0.369 0.385
H -0.044809 2.115498 -0.879033 0.417 -1.234 -0.182 0.217
H -0.586585 -2.188045 1.493046 -0.825 -1.671 -1.075 0.212
```
Forces are in eV/Å.

***

- relative energy (zero: lowest compared OMol25 entry of this formula, charge and spin) of number 1 (C4H10KNO5SSi)?
  0.000 eV